*a*
Molecular formula: C5H14N2S
Method: DFT, ωB97M-V/def2-TZVPD

Output
LUMO energy, Eh: -0.11621
Frontier orbital gap, eV: 3.687

Cartesian coordinates (Å):
C (-1.58, 1.19, 0.77)
N (-2.30, 0.65, -0.33)
C (1.48, 0.41, -0.81)
C (1.68, -0.38, 0.30)
C (1.93, -0.09, 1.75)
S (0.23, -0.10, 2.59)
C (0.99, -0.32, -2.04)
N (-0.42, -0.57, -2.03)
H (-0.51, 0.96, 0.81)
H (-1.71, 0.76, 1.77)
H (-1.64, 2.30, 0.78)
H (-3.12, 1.05, -0.59)
H (1.91, 1.42, -0.94)
H (1.40, -1.48, 0.02)
H (-1.27, -1.73, 1.05)
H (2.57, -0.78, 2.36)
H (2.48, 0.93, 1.87)
H (-2.03, -1.93, 1.06)
H (0.68, -1.38, -1.66)
H (1.67, -0.09, -2.93)
H (-0.77, -1.13, -2.76)
H (-1.68, 0.31, -1.05)

=====

*b*
Molecular formula: C5H14N2S
Method: DFT, ωB97M-V/def2-TZVPD

Output
LUMO energy, Eh: -0.11065
Frontier orbital gap, eV: 4.111

Cartesian coordinates (Å):
C (1.44, -0.88, 0.41)
N (-0.23, -0.56, 0.39)
C (-0.53, 0.41, -0.68)
C (-2.00, 0.70, -0.53)
S (-2.91, -0.51, -1.45)
C (2.20, -0.56, -0.79)
N (-2.77, 0.20, 1.80)
C (3.34, 0.49, -0.60)
H (1.35, -1.90, 0.85)
H (1.62, -0.25, 1.36)
H (-1.24, -0.78, 0.71)
H (0.23, 1.22, -0.59)
H (-0.36, -0.11, -1.60)
H (-2.30, 1.69, -0.89)
H (-2.39, 0.54, 0.56)
H (2.36, -1.36, -1.50)
H (-3.06, -1.41, -0.43)
H (-2.17, 0.77, 2.32)
H (-3.56, -0.07, 2.26)
H (4.00, 0.34, 0.29)
H (2.96, 1.53, -0.51)
H (4.02, 0.49, -1.40)

=====

*c*
Molecular formula: C5H14N2S
Method: DFT, ωB97M-V/def2-TZVPD

Output
LUMO energy, Eh: -0.07639
Frontier orbital gap, eV: 6.825

Cartesian coordinates (Å):
C (0.41, -0.32, 1.33)
N (0.82, 0.69, 0.41)
C (2.22, 1.16, 0.65)
N (2.52, 2.64, 0.44)
C (-1.11, -0.59, 1.32)
C (-1.93, 0.03, 0.26)
C (-1.60, -0.12, -1.20)
S (-0.82, -1.82, -1.55)
H (0.91, -1.26, 1.05)
H (0.60, -0.04, 2.40)
H (0.76, 0.25, -0.55)
H (2.85, 0.52, 0.06)
H (2.37, 1.03, 1.75)
H (2.25, 2.98, -0.53)
H (1.84, 3.12, 1.00)
H (-1.61, -0.34, 2.25)
H (-1.25, -1.63, 1.25)
H (-2.93, -0.38, 0.23)
H (-2.11, 1.11, 0.46)
H (-0.81, 0.61, -1.50)
H (-2.49, 0.14, -1.79)
H (1.38, -1.23, -1.34)

=====

Quick look at relative energies in kcal/mol: *a* 123.1; *b* 111.7; *c* 0.0.